(1)
{
  "formula": "C15H45ClN9O10",
  "method": "wB97M-V/def2-TZVPD",
  "total_energy_ha": -2303.68672,
  "spin_multiplicity": 1,
  "total_charge": -1,
  "homo_energy_ha": -0.238,
  "species": ["Cl", "O", "O", "O", "O", "C", "O", "N", "N", "H", "H", "H", "H", "C", "O", "N", "N", "H", "H", "H", "H", "C", "O", "N", "N", "H", "H", "H", "H", "C", "C", "C", "O", "C", "N", "H", "H", "H", "H", "H", "H", "H", "H", "H", "H", "H", "C", "C", "C", "O", "C", "N", "H", "H", "H", "H", "H", "H", "H", "H", "H", "H", "H", "C", "C", "C", "O", "C", "N", "H", "H", "H", "H", "H", "H", "H", "H", "H", "H", "H"],
  "positions_angstrom": [[-7.6076, -20.1474, -5.7561], [-6.6646, -21.1989, -6.2433], [-7.7114, -18.9318, -6.5323], [-8.9264, -20.7324, -5.6628], [-7.2093, -19.8118, -4.3937], [-6.3647, -24.7071, -6.5346], [-6.3225, -25.8956, -6.3603], [-7.4125, -24.0719, -7.0311], [-5.4748, -23.8485, -6.0549], [-8.1863, -24.6722, -7.2780], [-7.3734, -23.0803, -7.2190], [-5.7621, -22.9025, -6.2615], [-4.6708, -24.2234, -5.5721], [-3.4609, -20.8270, -3.0109], [-2.7553, -20.7513, -2.0376], [-4.3736, -19.9675, -3.3136], [-3.5807, -21.8496, -3.8071], [-5.0372, -20.1029, -4.0629], [-4.5303, -19.2927, -2.5787], [-3.2220, -22.7410, -3.4959], [-4.1216, -21.6624, -4.6393], [-11.2823, -19.6655, -2.8439], [-12.1640, -19.4666, -2.0339], [-10.1071, -19.1028, -2.8128], [-11.3705, -20.4179, -3.9559], [-9.4208, -19.2728, -3.5340], [-9.9127, -18.4047, -2.1093], [-10.6070, -20.4065, -4.6169], [-12.2399, -20.8300, -4.2631], [-9.8791, -21.1829, -8.8423], [-10.3800, -22.3840, -9.5834], [-11.8759, -22.6695, -9.3601], [-12.2892, -24.0828, -9.5414], [-11.6096, -24.9395, -8.6756], [-9.9265, -22.2094, -10.9159], [-8.7945, -21.1063, -8.7664], [-10.2893, -21.0770, -7.8379], [-10.2789, -20.2894, -9.3219], [-9.7748, -23.1432, -9.0879], [-12.3663, -22.0043, -10.0708], [-11.8417, -22.3456, -8.3199], [-12.2929, -25.7877, -8.7168], [-11.3612, -24.7175, -7.6378], [-10.7236, -25.2370, -9.2365], [-10.2865, -21.4375, -11.4587], [-10.3118, -23.0275, -11.3658], [-8.5820, -14.0937, -5.4611], [-7.9675, -15.4225, -5.9059], [-6.9980, -15.2606, -7.1350], [-7.5733, -14.8449, -8.3847], [-7.4094, -13.4356, -8.7354], [-7.4376, -15.9486, -4.7263], [-8.9345, -13.6304, -6.3826], [-8.0013, -13.2208, -5.1627], [-9.4115, -14.2185, -4.7651], [-8.7398, -16.1376, -6.1893], [-6.7562, -16.2399, -7.5479], [-6.0886, -14.6878, -6.9532], [-6.4094, -13.0299, -8.8889], [-7.7813, -12.7937, -7.9368], [-8.0603, -13.2470, -9.5892], [-6.5473, -15.7405, -4.2972], [-7.7475, -16.8461, -4.3819], [-11.0737, -23.6543, -3.1444], [-10.4506, -24.7017, -4.0641], [-11.2682, -26.0185, -4.2575], [-11.1399, -26.8647, -3.1311], [-12.3442, -27.6353, -3.0033], [-9.9758, -24.1900, -5.3863], [-10.5366, -22.7085, -3.0731], [-11.2305, -24.1189, -2.1709], [-12.0175, -23.5365, -3.6767], [-9.5160, -25.0116, -3.5966], [-11.0707, -26.5214, -5.2042], [-12.2849, -25.6318, -4.3269], [-12.6335, -28.3638, -3.7608], [-13.2138, -26.9954, -2.8536], [-12.4938, -28.1551, -2.0570], [-9.1421, -23.6327, -5.2662], [-10.5502, -23.5203, -5.8780]],
  "forces_ev_per_a": [[-0.15, -0.42, 1.39], [-1.01, 2.09, -0.22], [0.92, -1.14, -0.25], [-0.16, -0.46, -0.46], [0.36, 0.14, -0.53], [-0.14, -0.28, 1.34], [0.29, -2.28, -0.17], [-2.01, 0.38, -1.72], [1.43, 0.85, 0.04], [-0.03, 0.53, -0.08], [-0.49, -0.22, -0.04], [1.28, 0.29, 0.90], [-0.18, 0.64, -0.23], [0.15, -0.64, 1.65], [1.56, 0.01, 1.52], [-2.38, 4.55, -0.15], [1.00, -3.47, -2.37], [-0.26, 0.29, 0.58], [-0.27, 0.25, -0.63], [-0.04, 0.21, -0.67], [0.15, -1.17, 0.11], [-1.72, -0.26, -0.72], [-0.80, -0.17, 0.68], [3.48, 2.09, 0.95], [-0.99, -1.42, -1.49], [0.08, 0.09, 0.31], [-0.03, -0.32, -0.17], [-0.19, -0.16, -0.01], [0.21, 0.20, 0.42], [-1.06, 1.59, 0.95], [0.90, 0.41, 0.99], [1.78, -0.83, -0.04], [-0.10, 3.99, 0.40], [-0.08, -1.97, -1.38], [0.20, -1.88, -1.71], [-0.12, -0.14, -0.26], [0.20, -0.36, 0.26], [0.28, 0.35, -0.30], [-0.17, -0.85, -0.46], [-0.78, -0.33, 0.38], [-1.70, -0.29, 0.34], [0.32, -0.48, 0.59], [-0.25, 0.79, -0.08], [0.55, -0.30, 0.60], [-0.28, 0.50, 0.59], [0.37, -0.26, -0.91], [-1.20, 1.11, -2.25], [0.25, 1.83, -0.21], [-0.36, -1.34, -0.94], [-0.08, 2.67, -0.34], [-1.18, -0.58, 0.98], [1.49, -2.25, 2.44], [-1.08, -0.01, -0.24], [1.08, -0.76, 0.76], [0.12, -0.12, -0.07], [-0.22, 0.38, -0.36], [0.71, -0.54, 1.36], [0.03, 0.07, 0.43], [0.47, -0.84, -0.37], [-0.31, -0.04, 0.25], [0.30, -0.15, -0.14], [-0.08, 0.50, -0.69], [0.08, -0.02, -0.63], [-0.68, -1.24, -0.97], [2.24, -0.50, -0.65], [-0.20, 2.00, 0.20], [-1.31, -1.03, -0.13], [-0.91, 0.42, 1.21], [-0.13, -0.16, 0.17], [0.03, -0.30, -0.10], [-0.19, 0.25, 0.09], [-0.57, 0.84, 0.64], [0.17, -0.26, 0.03], [0.51, -0.05, 0.06], [-0.62, -0.35, 0.00], [0.73, 0.16, -0.60], [-0.11, 0.74, -0.75], [1.43, -0.33, 0.27], [0.41, -0.24, 0.29], [-0.94, -0.02, 0.31]]
}


(2)
{
  "formula": "C2H6N2S",
  "method": "wB97M-V/def2-TZVPD",
  "smiles": "C/N=C\\NS",
  "total_energy_ha": -587.37901,
  "spin_multiplicity": 1,
  "homo_energy_ha": -0.317,
  "species": ["C", "N", "C", "N", "S", "H", "H", "H", "H", "H", "H"],
  "positions_angstrom": [[-0.9807, 1.5521, 0.8604], [-0.7151, 0.2582, 1.5103], [-0.3855, -0.8204, 0.8587], [0.0316, -1.0253, -0.3867], [0.9067, -0.0025, -1.2235], [-0.1452, 2.2918, 1.0516], [-1.1184, 1.1697, -0.2732], [-2.0739, 2.0971, 1.1536], [-0.6469, -1.7347, 1.4272], [0.0686, -2.0525, -0.7291], [2.3895, -0.7522, -1.2337]],
  "forces_ev_per_a": [[-1.42, -0.51, -1.99], [-0.40, -0.88, -0.45], [-2.13, 1.51, 4.42], [-0.56, -4.63, -1.45], [5.00, 0.77, -2.37], [-1.03, -0.82, -0.65], [0.32, 2.12, 1.93], [3.08, -1.84, -0.30], [0.67, 0.19, -0.38], [-0.51, 2.45, 0.96], [-3.02, 1.63, 0.27]]
}


(3)
{
  "formula": "C36H50Cl2CrN3O2SSi",
  "method": "wB97M-V/def2-TZVPD",
  "s2": 3.796,
  "total_energy_ha": -4369.15760,
  "spin_multiplicity": 4,
  "homo_energy_ha": [-0.281, -0.287],
  "species": ["Cr", "C", "C", "N", "C", "C", "C", "S", "N", "C", "O", "C", "C", "C", "C", "C", "C", "H", "H", "H", "H", "H", "H", "H", "H", "H", "H", "H", "H", "H", "H", "H", "C", "Si", "C", "N", "C", "C", "C", "C", "C", "C", "C", "C", "C", "C", "C", "C", "C", "C", "C", "C", "C", "H", "H", "H", "H", "H", "H", "H", "H", "H", "H", "H", "H", "H", "H", "H", "H", "H", "H", "H", "H", "H", "H", "H", "H", "Cl", "C", "Cl", "H", "H", "C", "C", "C", "C", "O", "H", "H", "H", "H", "H", "H", "H", "H", "H"],
  "positions_angstrom": [[0.0037, -0.2495, -0.0046], [0.1435, 1.1751, 5.7602], [0.6032, -0.2247, 5.3679], [1.6986, -0.2303, 4.3970], [3.0697, -0.1647, 4.9401], [3.6805, 1.2311, 4.9002], [1.4829, -0.2425, 3.0663], [-0.1431, -0.2578, 2.5048], [2.6311, -0.2301, 2.3453], [2.7523, -0.1584, 1.0448], [1.8640, -0.0549, 0.1540], [4.1543, -0.1533, 0.5190], [4.3764, -0.0973, -0.8558], [5.6721, -0.0861, -1.3551], [6.7514, -0.1304, -0.4808], [6.5307, -0.1869, 0.8899], [5.2366, -0.1982, 1.3873], [-0.7300, 1.1127, 6.4142], [-0.1370, 1.7399, 4.8676], [0.9264, 1.7219, 6.2902], [-0.2286, -0.7799, 4.9495], [0.9535, -0.7670, 6.2450], [3.6952, -0.8489, 4.3775], [3.0164, -0.5238, 5.9663], [3.7666, 1.5703, 3.8662], [4.6799, 1.2147, 5.3438], [3.0740, 1.9501, 5.4544], [3.5244, -0.0720, -1.5220], [5.8388, -0.0460, -2.4251], [7.7647, -0.1235, -0.8675], [7.3708, -0.2230, 1.5730], [5.0532, -0.2411, 2.4535], [-0.0277, -0.1128, -2.0971], [-0.6170, 1.5262, -2.6540], [-0.0089, 2.6876, -1.3091], [-0.1019, 2.0936, 0.0621], [-1.4318, 2.4344, 0.6872], [-1.3308, 3.3824, 1.8750], [-0.4884, 4.6023, 1.5140], [0.9295, 4.1577, 1.0933], [1.0136, 2.6451, 0.8794], [0.1857, 2.1256, -4.2481], [1.5839, 2.1584, -4.3432], [2.2208, 2.5140, -5.5254], [1.4661, 2.8415, -6.6477], [0.0797, 2.8153, -6.5777], [-0.5524, 2.4612, -5.3878], [-2.4722, 1.6628, -2.8827], [-3.1338, 2.8862, -2.7308], [-4.5064, 2.9983, -2.9307], [-5.2467, 1.8789, -3.2930], [-4.6076, 0.6538, -3.4613], [-3.2348, 0.5500, -3.2558], [1.0078, -0.2543, -2.4351], [-0.6106, -0.9413, -2.5124], [-0.4763, 3.6806, -1.3313], [1.0510, 2.8478, -1.5442], [-1.9415, 1.5295, 0.9992], [-2.0533, 2.8959, -0.0808], [-0.9002, 2.8549, 2.7298], [-2.3448, 3.6698, 2.1568], [-0.4433, 5.3059, 2.3468], [-0.9764, 5.1263, 0.6866], [1.6614, 4.4093, 1.8650], [1.2393, 4.6870, 0.1897], [1.0140, 2.1311, 1.8380], [1.9461, 2.3944, 0.3812], [2.1904, 1.8954, -3.4768], [3.3045, 2.5325, -5.5755], [1.9596, 3.1136, -7.5745], [-0.5119, 3.0712, -7.4510], [-1.6381, 2.4463, -5.3472], [-2.5699, 3.7745, -2.4515], [-4.9982, 3.9581, -2.8051], [-6.3178, 1.9604, -3.4460], [-5.1787, -0.2205, -3.7572], [-2.7497, -0.4141, -3.3871], [-2.7954, -0.7089, -0.3092], [-4.4891, -0.2593, -0.0592], [-4.7684, 1.4447, 0.3295], [-4.8482, -0.8606, 0.7600], [-4.9973, -0.4782, -0.9861], [0.8888, -3.7948, -1.1965], [0.0889, -3.3963, 0.0407], [0.9303, -3.6258, 1.2961], [-1.1903, -4.2200, 0.1178], [-0.2637, -2.0446, -0.0454], [1.1472, -4.8590, -1.1780], [1.8117, -3.2094, -1.2423], [0.3058, -3.5868, -2.0973], [1.1903, -4.6831, 1.4123], [0.3744, -3.2958, 2.1768], [1.8550, -3.0427, 1.2349], [-0.9653, -5.2889, 0.1855], [-1.8008, -4.0414, -0.7715], [-1.7655, -3.9221, 0.9989]],
  "forces_ev_per_a": [[0.02, 0.10, -0.22], [0.02, 0.04, -0.06], [0.09, 0.07, -0.03], [0.13, 0.02, 0.15], [-0.18, 0.10, -0.11], [-0.05, 0.04, -0.05], [0.02, 0.11, -0.11], [0.16, 0.10, 0.01], [-0.14, -0.09, 0.46], [0.15, 0.01, 0.00], [0.34, 0.03, -0.34], [-0.03, 0.01, -0.05], [0.07, -0.02, -0.01], [-0.06, 0.00, 0.07], [-0.01, 0.00, -0.01], [0.03, 0.00, -0.02], [0.18, 0.00, 0.11], [0.07, 0.00, -0.04], [0.01, -0.04, 0.07], [-0.05, -0.03, -0.03], [-0.06, -0.08, -0.06], [0.01, -0.03, 0.04], [0.02, -0.11, -0.05], [-0.04, -0.01, 0.04], [0.00, -0.01, 0.07], [-0.07, -0.01, -0.03], [0.04, -0.04, -0.03], [0.01, 0.00, -0.01], [-0.01, 0.00, 0.05], [-0.07, 0.00, 0.02], [-0.02, 0.00, -0.02], [0.00, 0.00, -0.07], [-0.10, -0.07, 0.02], [0.11, -0.08, -0.12], [0.02, 0.19, 0.18], [-0.02, -0.05, 0.00], [0.22, 0.10, -0.03], [0.07, 0.03, -0.06], [0.05, -0.13, -0.02], [-0.04, 0.00, 0.01], [-0.18, 0.08, 0.03], [0.04, 0.02, -0.21], [-0.04, 0.05, -0.05], [-0.05, 0.00, 0.03], [-0.02, -0.01, 0.05], [-0.01, 0.00, 0.06], [0.12, 0.04, 0.00], [-0.23, -0.01, 0.03], [-0.09, -0.05, -0.05], [0.05, -0.03, -0.04], [0.07, 0.00, 0.01], [0.06, 0.07, 0.02], [-0.08, 0.10, -0.08], [-0.04, -0.01, 0.10], [0.06, 0.00, 0.09], [0.11, 0.00, 0.02], [-0.06, -0.05, 0.08], [0.00, -0.15, 0.03], [-0.05, -0.05, -0.06], [-0.01, 0.01, 0.02], [-0.02, 0.02, 0.03], [-0.01, -0.01, -0.02], [0.01, 0.01, 0.01], [-0.02, 0.03, -0.01], [0.01, -0.03, 0.03], [-0.03, -0.03, 0.03], [0.04, -0.06, -0.06], [-0.05, 0.01, -0.11], [-0.07, 0.00, 0.01], [-0.03, -0.01, 0.06], [0.04, -0.03, 0.07], [0.08, -0.01, -0.01], [-0.06, -0.09, -0.04], [0.04, -0.09, 0.00], [0.08, 0.00, 0.00], [0.03, 0.05, 0.00], [-0.05, 0.10, 0.01], [-0.13, -0.34, 0.12], [0.03, 0.24, -0.01], [0.07, -0.12, 0.01], [-0.12, -0.06, 0.14], [-0.13, 0.02, -0.10], [0.08, 0.03, -0.10], [0.32, 0.13, 0.04], [0.04, 0.03, 0.07], [-0.17, 0.02, 0.03], [-0.46, -0.04, 0.01], [-0.01, 0.10, -0.01], [-0.04, -0.04, -0.03], [0.04, -0.03, 0.03], [0.00, 0.09, -0.01], [0.03, -0.03, -0.02], [-0.05, -0.05, 0.03], [-0.03, 0.09, -0.01], [0.02, -0.03, 0.05], [0.01, -0.04, -0.06]]
}


(4)
{
  "formula": "C29H38F3O4Zr",
  "method": "wB97M-V/def2-TZVPD",
  "total_energy_ha": -1774.25017,
  "spin_multiplicity": 1,
  "total_charge": 3,
  "homo_energy_ha": -0.540,
  "species": ["Zr", "C", "C", "O", "H", "H", "H", "H", "H", "F", "C", "C", "C", "C", "C", "C", "H", "H", "H", "H", "H", "F", "C", "C", "C", "C", "C", "C", "H", "H", "H", "H", "H", "F", "C", "C", "C", "C", "C", "C", "H", "H", "H", "H", "H", "C", "C", "O", "C", "H", "H", "H", "H", "H", "H", "C", "C", "O", "C", "H", "H", "H", "H", "H", "H", "C", "C", "O", "C", "H", "H", "H", "H", "H", "H"],
  "positions_angstrom": [[-1.3073, -0.8832, 4.3348], [0.0682, -0.3547, 0.1860], [0.7379, -0.2750, 1.5414], [-0.0727, -0.6774, 2.6088], [-0.7834, 0.3224, 0.0946], [-0.2236, -1.3892, -0.0033], [0.7331, 0.0284, -0.5913], [1.1015, 0.7565, 1.6496], [1.6402, -0.8919, 1.5826], [-4.1019, -1.2187, -4.3177], [-4.5168, -0.5758, -3.2247], [-5.8421, -0.6518, -2.8287], [-6.2218, -0.0334, -1.6563], [-5.2768, 0.7232, -0.9270], [-3.9816, 0.8502, -1.4162], [-3.5617, 0.2024, -2.5718], [-6.4817, -1.2531, -3.4632], [-7.2689, -0.0725, -1.3901], [-5.5873, 1.2344, -0.0265], [-3.2492, 1.4006, -0.8403], [-2.5622, 0.3143, -2.9640], [8.2315, -0.2150, 2.5415], [7.3252, -1.1234, 2.7819], [7.6956, -2.3099, 3.4244], [6.7406, -3.2726, 3.6786], [5.4050, -3.0603, 3.2938], [5.0578, -1.8590, 2.6929], [6.0090, -0.9071, 2.3777], [8.7155, -2.5273, 3.7110], [7.0749, -4.2230, 4.0697], [4.7057, -3.8569, 3.5089], [4.0399, -1.7197, 2.3491], [5.7386, 0.0005, 1.8569], [2.1071, 0.1824, -7.7219], [1.4138, -0.1131, -6.6554], [2.0735, -0.1595, -5.4029], [1.3499, -0.6523, -4.3395], [-0.0101, -0.9345, -4.4513], [-0.6802, -0.6956, -5.6670], [0.0487, -0.3221, -6.7836], [3.1195, 0.1061, -5.3534], [1.8871, -0.8536, -3.4205], [-0.5905, -1.2177, -3.5833], [-1.7534, -0.8016, -5.7380], [-0.4712, -0.0402, -7.6894], [0.7450, 2.7684, -3.0818], [-0.4781, 3.0389, -2.2382], [-1.5398, 2.5381, -2.5277], [-0.3331, 4.0012, -1.0885], [1.5416, 2.3182, -2.4797], [1.1073, 3.7254, -3.4560], [0.5153, 2.0329, -3.8471], [0.3380, 3.6030, -0.3217], [-1.2609, 4.2420, -0.5778], [0.1526, 4.8833, -1.5113], [0.4443, 2.7579, 6.4998], [0.2798, 2.2957, 5.0790], [-0.0802, 1.1447, 4.7982], [0.5605, 3.2634, 3.9686], [0.2252, 1.9263, 7.1643], [-0.2311, 3.5935, 6.6909], [1.4642, 3.1219, 6.6258], [-0.2237, 4.0217, 3.9253], [0.7061, 2.7158, 3.0444], [1.4594, 3.8179, 4.2510], [-2.8773, -4.0173, 1.6089], [-3.0719, -2.5595, 1.8184], [-2.4932, -1.9785, 2.7466], [-4.0188, -1.8687, 0.8810], [-3.7832, -4.5681, 1.8859], [-2.1338, -4.4548, 2.2761], [-2.6500, -4.2116, 0.5617], [-3.6924, -1.7449, -0.1513], [-4.2360, -0.8881, 1.3023], [-4.9108, -2.4988, 0.8958]],
  "forces_ev_per_a": [[3.88, 1.73, -6.91], [-0.31, -0.06, 0.03], [0.95, 0.70, -0.56], [-3.36, -0.81, 4.69], [-0.27, -0.21, 0.35], [-0.06, 0.14, -0.35], [0.31, -0.42, 0.09], [-0.24, -0.03, 0.53], [-0.11, -0.15, -0.12], [-0.20, -0.25, -0.27], [0.78, 0.72, 0.11], [0.42, -0.67, -0.32], [0.20, 0.56, -0.06], [-0.62, -0.42, -0.62], [0.43, -0.25, 0.43], [-0.78, -0.16, 0.36], [-0.31, 0.14, 0.22], [0.06, 0.01, 0.31], [0.04, 0.06, 0.01], [-0.04, 0.29, -0.16], [0.00, 0.04, -0.02], [0.33, 0.37, -0.15], [-0.26, -0.64, 0.24], [0.03, -0.48, 0.26], [0.18, 0.26, -0.61], [0.65, -0.44, 0.71], [-0.26, 0.09, -0.73], [-0.37, 0.10, 0.25], [0.11, 0.38, -0.13], [-0.21, 0.02, 0.24], [-0.25, 0.18, -0.19], [-0.01, 0.10, 0.11], [0.12, 0.04, 0.00], [0.19, 0.20, -0.18], [0.36, 0.27, 0.65], [-0.39, -0.57, -0.63], [0.81, 0.02, 0.14], [-0.57, 0.39, -0.20], [0.52, -0.04, -0.23], [-1.11, 0.27, 0.42], [0.04, -0.12, 0.05], [-0.18, 0.16, 0.12], [0.11, -0.22, 0.00], [-0.01, -0.06, 0.03], [0.23, -0.33, -0.23], [0.10, -0.21, 0.59], [-0.18, -0.20, -0.14], [-0.20, -0.24, 0.22], [0.44, -0.02, 0.06], [0.04, 0.28, 0.15], [0.15, -0.16, -0.30], [-0.16, 0.35, -0.29], [0.23, -0.07, -0.20], [-0.21, 0.06, -0.40], [-0.12, 0.21, 0.35], [-0.15, -0.68, -0.68], [-0.02, 1.06, 0.20], [-1.47, -1.92, 0.22], [0.46, -0.31, 0.76], [0.10, 0.15, 0.21], [0.01, 0.07, -0.02], [0.01, 0.01, 0.14], [-0.18, -0.15, -0.14], [-0.17, 0.22, -0.19], [0.04, -0.01, -0.21], [0.29, -0.32, 0.73], [-0.35, -0.83, -1.32], [0.54, 1.12, 2.26], [0.11, 0.33, 1.41], [-0.28, 0.27, -0.37], [0.30, 0.29, -0.22], [-0.10, -0.10, -0.03], [0.30, -0.25, 0.02], [-0.18, 0.02, -0.25], [-0.15, 0.14, -0.25]]
}